{
  "formula": "C28H41IrN7O8PS3",
  "method": "ωB97M-V/def2-TZVPD",
  "charge": 2,
  "multiplicity": 5,
  "de_lowest_kcal_mol": 29.9,
  "homo_lumo_gap_ev": [8.05, 6.36],
  "e_lumo_ev": [-4.64, -6.60],
  "elements": ["Ir", "C", "C", "C", "C", "C", "C", "C", "S", "O", "O", "N", "C", "C", "O", "O", "H", "H", "H", "H", "H", "H", "H", "H", "H", "N", "C", "P", "O", "O", "C", "N", "H", "H", "H", "H", "H", "H", "H", "H", "H", "H", "C", "C", "C", "C", "C", "C", "C", "S", "C", "O", "H", "H", "H", "H", "H", "H", "H", "H", "H", "H", "C", "N", "C", "N", "O", "H", "H", "H", "H", "H", "H", "N", "C", "N", "C", "C", "C", "C", "C", "C", "S", "H", "H", "H", "H", "H", "H"],
  "positions_angstrom": [[-0.4561, -0.6006, -0.1410], [6.5845, 0.3365, 4.1496], [5.4637, -0.1917, 3.3166], [5.7093, -1.0694, 2.2634], [4.6744, -1.5657, 1.4905], [3.3776, -1.1774, 1.7781], [3.1024, -0.2994, 2.8119], [4.1456, 0.1821, 3.5815], [2.0697, -1.7834, 0.7471], [0.7933, -1.8185, 1.4828], [2.4253, -3.0435, 0.1610], [1.7910, -0.7101, -0.4726], [2.5139, 0.4347, -0.6129], [1.8902, 1.5876, 0.5325], [2.7161, 2.3946, 0.8318], [0.7315, 1.3389, 0.8052], [7.5419, -0.0140, 3.7763], [6.4752, 0.0146, 5.1849], [6.5825, 1.4247, 4.1385], [6.7227, -1.3617, 2.0396], [4.8517, -2.2616, 0.6859], [2.0795, -0.0153, 3.0069], [3.9497, 0.8641, 4.3944], [2.3044, 0.9394, -1.5566], [3.5835, 0.3758, -0.4016], [-6.5133, -1.1777, -0.5659], [-5.5302, -2.2616, -0.3939], [-3.9090, -1.4787, -0.9893], [-4.4100, -0.0943, -1.3229], [-2.7764, -1.6880, -0.0432], [-3.4583, -2.2859, -2.6113], [-2.2285, -1.5834, -3.0010], [-6.9316, -0.8532, 0.3073], [-7.2609, -1.3906, -1.2295], [-5.8285, -0.3824, -0.9666], [-5.7878, -3.1367, -0.9823], [-5.4330, -2.5581, 0.6483], [-4.2387, -2.1405, -3.3559], [-3.2650, -3.3505, -2.4855], [-1.4044, -1.9964, -2.4596], [-2.2005, -0.5654, -2.6219], [-2.0376, -1.6103, -4.0046], [0.7615, 6.5350, 0.4504], [0.0406, 5.2695, 0.1143], [-0.9670, 4.7741, 0.9374], [-1.7029, 3.6658, 0.5570], [-1.4326, 3.0406, -0.6495], [-0.3894, 3.4754, -1.4485], [0.3405, 4.5835, -1.0628], [-2.5104, 1.6860, -1.0905], [-3.2453, 2.5059, -2.5538], [-1.6092, 0.6513, -1.7969], [0.4197, 6.9455, 1.3981], [0.5724, 7.2776, -0.3265], [1.8375, 6.3689, 0.4920], [-1.1769, 5.2692, 1.8757], [-2.4988, 3.2826, 1.1779], [-0.1596, 2.9565, -2.3680], [1.1473, 4.9354, -1.6882], [-2.4707, 2.8269, -3.2397], [-3.8069, 3.3594, -2.1956], [-3.9124, 1.8009, -3.0343], [-0.8524, 0.7587, 4.7965], [-1.0128, 1.0106, 3.3830], [-1.5492, 0.1572, 2.5036], [-1.9484, -1.0571, 2.9592], [-1.7754, 0.5105, 1.3267], [-0.6110, 1.6908, 5.2996], [-0.0482, 0.0444, 4.9934], [-1.7832, 0.3706, 5.2134], [-0.6531, 1.8675, 2.9905], [-1.4423, -1.4720, 3.7240], [-2.2730, -1.6809, 2.2367], [-0.9134, -3.9487, 0.1148], [-0.0853, -3.6777, -0.9014], [-0.1261, -2.5346, -1.5627], [0.7759, -2.5523, -2.6212], [0.9961, -1.5140, -3.5198], [1.8732, -1.7164, -4.5682], [2.5238, -2.9349, -4.7334], [2.3221, -3.9742, -3.8451], [1.4509, -3.7694, -2.7897], [0.9838, -4.8870, -1.5354], [-1.4075, -3.1513, 0.4946], [-0.6666, -4.6945, 0.7444], [0.5057, -0.5652, -3.3612], [2.0523, -0.9257, -5.2790], [3.1953, -3.0733, -5.5642], [2.8236, -4.9200, -3.9674]],
  "forces_ev_per_angstrom": [[-0.076, 0.556, -0.222], [0.035, 0.019, 0.029], [-0.153, -0.121, -0.138], [-0.107, 0.048, -0.054], [0.055, -0.133, -0.072], [-0.524, -0.196, -0.396], [-0.097, 0.120, 0.226], [-0.025, -0.075, -0.149], [0.488, -0.347, 0.080], [0.336, 0.420, 0.282], [0.516, 0.205, 0.149], [-0.486, -0.189, 0.643], [0.765, -0.339, -0.446], [0.261, 0.386, 0.059], [0.582, 0.318, -0.078], [-1.229, -0.289, 0.252], [0.093, 0.012, 0.037], [0.026, 0.004, 0.042], [0.040, 0.078, 0.034], [0.135, -0.068, -0.004], [0.113, -0.081, -0.091], [-0.114, 0.093, 0.075], [-0.086, 0.079, 0.094], [-0.071, 0.108, 0.078], [-0.112, 0.082, 0.070], [-0.238, 0.809, -0.176], [1.067, -0.327, -0.067], [-0.550, -0.864, -0.370], [-0.377, -0.135, -0.231], [0.123, -0.314, 0.119], [-0.470, 0.179, 0.841], [0.602, 0.593, 0.033], [0.012, -0.156, -0.123], [0.132, 0.017, 0.184], [-0.517, -0.135, 0.137], [-0.131, -0.042, -0.011], [-0.068, 0.056, -0.023], [-0.012, 0.053, 0.037], [0.040, -0.017, -0.033], [-0.462, 0.000, -0.335], [0.060, -0.483, -0.618], [0.002, 0.002, 0.216], [0.059, 0.039, -0.002], [-0.137, -0.072, 0.072], [0.101, 0.076, -0.116], [-0.143, -0.178, -0.095], [-0.150, -0.266, 0.277], [0.027, -0.006, -0.151], [-0.069, -0.123, -0.011], [0.043, 2.026, -0.895], [-0.035, -0.393, 0.599], [0.359, -0.419, 0.138], [0.079, 0.005, 0.023], [0.043, 0.033, 0.026], [0.035, 0.045, 0.053], [-0.074, 0.050, 0.012], [-0.072, -0.019, 0.161], [0.058, -0.040, -0.118], [0.075, 0.053, -0.088], [0.252, -0.001, 0.062], [-0.109, 0.192, 0.064], [-0.109, -0.156, 0.017], [-0.013, -0.209, 0.185], [0.069, 0.093, -0.265], [-0.171, 0.187, 0.830], [0.145, -0.068, -0.022], [0.277, -0.105, -0.681], [-0.014, -0.012, -0.018], [0.006, 0.013, 0.037], [0.049, 0.045, 0.053], [-0.016, -0.084, -0.149], [-0.069, -0.062, 0.057], [-0.014, 0.047, -0.003], [0.115, 0.012, 0.180], [-0.216, -0.593, -0.416], [-0.007, 0.125, 0.661], [0.562, -0.378, -0.577], [-0.075, -0.131, 0.262], [-0.011, -0.009, -0.091], [0.032, -0.016, -0.019], [-0.005, 0.007, 0.131], [-0.212, 0.279, 0.097], [-0.302, 0.020, -0.163], [-0.068, -0.172, 0.011], [-0.032, 0.000, 0.027], [-0.068, 0.224, -0.029], [0.030, 0.127, -0.049], [0.092, -0.007, -0.111], [0.101, -0.109, -0.051]]
}